80
Properties=species:S:1:pos:R:3 method="wB97M-V/def2-TZVPD" homo_ev=-9.5893 max_force_ev_per_a=0.72 total_charge=+1 gap_ev=6.1 spin_multiplicity=1
Sn 0.30049 0.44270 -2.16498
O -1.86047 1.69224 -5.80514
C -3.01587 1.85606 -5.13572
C -3.94666 2.73364 -5.69421
C -5.14647 2.96940 -5.06198
C -5.46119 2.32570 -3.86209
C -4.55148 1.45158 -3.31419
C -3.31715 1.20057 -3.93109
C -2.33396 0.33791 -3.26184
O -1.12582 0.24170 -3.75638
N -2.69280 -0.27866 -2.16052
N -1.60668 -0.86470 -1.55470
C -1.88992 -1.89457 -0.87549
C -0.99784 -2.73041 -0.09430
C -1.50328 -3.82850 0.49409
C -0.67202 -4.83537 1.15361
C 0.61333 -4.59666 1.41209
C 1.18835 -3.22863 1.10696
C 0.48233 -2.60210 -0.07772
O 1.10417 -2.08467 -0.96660
H -1.28214 1.12973 -5.25822
H -3.68652 3.22447 -6.62309
H -5.84850 3.66972 -5.49877
H -6.40974 2.50755 -3.37392
H -4.76987 0.93534 -2.38890
H -2.93318 -2.21210 -0.89884
H -2.56677 -4.02661 0.39928
H -1.11897 -5.78690 1.41197
H 1.23959 -5.35192 1.86579
H 2.25019 -3.27636 0.87258
Cl -0.75762 1.23098 0.56694
C -1.97384 2.42629 0.17864
C -2.96716 2.65018 1.11319
C -3.95683 3.57180 0.82131
C -3.94146 4.23008 -0.39792
C -2.93887 3.98098 -1.31900
Cl -3.00112 4.81375 -2.83163
C -1.89713 3.07353 -1.06105
S -0.60173 2.84749 -2.21869
H -2.96828 2.10320 2.04845
H -4.74614 3.76792 1.53482
H -4.71482 4.94327 -0.64935
O 2.18963 -0.55353 1.24869
N 1.03145 -0.88002 1.98727
C 0.93253 -2.32491 2.32533
C 1.73549 -2.53547 3.61676
C 2.29657 -3.70142 4.11875
C 2.85509 -3.69552 5.39173
C 2.85470 -2.54592 6.17704
C 2.31595 -1.36911 5.67991
C 1.77077 -1.37727 4.40261
P 1.02207 -0.04545 3.46385
C -0.66290 0.24474 3.92335
C -0.91480 0.91506 5.12448
C -2.22505 1.13988 5.51002
C -3.27051 0.69754 4.70569
C -3.01531 0.02766 3.51688
C -1.70770 -0.19842 3.11454
C 2.00061 1.41840 3.52140
C 1.38527 2.66836 3.44294
C 2.15740 3.81350 3.54454
C 3.53045 3.70795 3.71868
C 4.14419 2.46086 3.79236
C 3.38344 1.30936 3.69799
H 2.94343 -0.99226 1.68066
H -0.11965 -2.46995 2.58654
H 2.31235 -4.61136 3.53805
H 3.29593 -4.60582 5.77921
H 3.28514 -2.56828 7.17050
H 2.33779 -0.45952 6.27051
H -0.09882 1.25880 5.75066
H -2.43182 1.66351 6.43477
H -4.29386 0.88494 5.00642
H -3.83488 -0.30925 2.89394
H -1.50305 -0.68466 2.16676
H 0.31452 2.74706 3.29494
H 1.68582 4.78532 3.48185
H 4.13168 4.60544 3.79459
H 5.21563 2.38807 3.92798
H 3.86102 0.34001 3.77143